No. 1
Entry from the Open Molecules 2025 dataset: C30H25Br2GaN2O5PSSbSe4 as an isolated structure in a non-equilibrium geometry (ωB97M-V/def2-TZVPD).

Properties
Kohn-Sham gap (spin up / spin down): 3.62 / 3.62 eV
energy relative to the best compared isomer or geometry (same formula, charge and spin): 30.9 kcal/mol

Geometry as ORCA input:
```
! wB97M-V def2-TZVPD RIJCOSX def2/J DEFGRID3
* xyz 0 1
Ga -3.777 1.601 -0.637
O 3.009 2.258 1.315
S 3.327 0.966 1.880
O 3.217 0.741 3.314
O 2.124 -0.181 1.068
C 4.772 0.162 1.217
C 6.098 0.615 1.462
C 7.143 -0.147 0.963
C 6.915 -1.252 0.133
C 5.643 -1.583 -0.235
C 4.529 -0.978 0.446
P 2.781 -1.377 0.270
C 2.402 -1.467 -1.482
C 1.972 -0.256 -2.037
C 1.629 -0.239 -3.373
C 1.713 -1.440 -4.107
C 2.154 -2.627 -3.513
C 2.536 -2.682 -2.198
C 2.384 -2.926 1.035
C 3.203 -4.039 0.887
C 2.762 -5.274 1.315
C 1.462 -5.417 1.761
C 0.648 -4.325 1.890
C 1.092 -3.052 1.618
H 6.274 1.581 1.941
H 8.192 0.139 1.271
H 7.756 -1.829 -0.293
H 5.456 -2.221 -1.023
H 2.047 0.630 -1.472
H 1.307 0.722 -3.824
H 1.433 -1.520 -5.182
H 2.205 -3.526 -4.098
H 2.979 -3.589 -1.827
H 4.223 -3.884 0.458
H 3.450 -6.128 1.392
H 1.163 -6.448 1.941
H -0.452 -4.417 2.119
H 0.414 -2.192 1.706
C -5.236 1.613 -4.127
C -4.700 1.618 -2.758
O -4.630 2.689 -2.034
O -4.215 0.511 -2.276
H -6.272 1.866 -4.073
H -5.051 0.717 -4.724
H -4.791 2.463 -4.642
Br -4.659 -0.700 1.556
C -4.995 1.181 1.800
C -5.293 1.685 3.105
C -5.915 2.899 3.209
C -6.184 3.642 2.014
C -5.813 3.113 0.812
N -5.087 1.923 0.698
H -4.990 1.106 4.009
H -6.202 3.339 4.181
H -6.668 4.597 2.108
H -6.089 3.576 -0.101
Se -0.686 -4.557 -4.210
Sb -1.991 -2.458 -3.639
Se -3.692 -3.721 -5.786
Se -1.618 -3.095 -6.723
Se -1.717 -4.780 -2.068
Br -1.220 3.435 -0.619
C -0.931 3.824 1.177
C -1.337 5.074 1.745
C -1.196 5.254 3.108
C -0.677 4.214 3.835
C -0.272 3.058 3.188
N -0.440 2.861 1.878
H -1.671 5.857 1.075
H -1.467 6.209 3.572
H -0.615 4.365 4.908
H 0.133 2.221 3.708
*
```

=====

No. 2
Entry from the Open Molecules 2025 dataset: a 2-piece molecular cluster, C7H10N2O overall in a non-equilibrium geometry (ωB97M-V/def2-TZVPD).

Properties
Kohn-Sham gap: 9.30 eV
energy relative to the best compared isomer or geometry (same formula, charge and spin): 82.2 kcal/mol

Geometry as ORCA input:
```
! wB97M-V def2-TZVPD RIJCOSX def2/J DEFGRID3
* xyz 0 1
N -2.330 -1.257 -2.172
C -1.606 -0.569 -1.523
C -0.797 -0.179 -0.395
C -0.837 -0.870 0.766
C 0.060 -0.556 1.886
C 1.560 -0.418 1.629
C 0.750 0.811 1.798
N 0.442 1.667 0.691
C 0.170 0.986 -0.568
H -1.520 -1.715 0.868
H -0.239 -0.934 2.864
H 2.217 -0.702 2.450
H 1.927 -0.696 0.640
H 0.856 1.355 2.738
H -0.352 2.249 0.940
H 1.116 0.636 -1.009
H -0.246 1.719 -1.271
O -0.111 -0.665 -3.394
H -1.119 -1.142 -3.485
H 0.057 0.280 -3.453
*
```

=====

No. 3
Entry from the Open Molecules 2025 dataset: C39H30N7O2P2Se2Sn as an isolated structure in a non-equilibrium geometry (ωB97M-V/def2-TZVPD).

Properties
Kohn-Sham gap: 6.94 eV
energy relative to the best compared isomer or geometry (same formula, charge and spin): 0.0 kcal/mol

Geometry as ORCA input:
```
! wB97M-V def2-TZVPD RIJCOSX def2/J DEFGRID3
* xyz -1 1
Sn 16.194 10.427 10.068
O 19.217 13.216 11.230
C 18.314 12.392 11.187
N 18.016 11.566 10.155
C 18.842 11.744 8.945
C 17.982 11.978 7.734
C 18.377 12.816 6.643
C 17.473 13.070 5.633
C 16.234 12.451 5.598
C 15.957 11.577 6.634
N 16.810 11.280 7.619
C 17.473 12.217 12.420
C 17.846 12.964 13.546
C 17.121 12.815 14.689
C 16.085 11.903 14.744
C 15.761 11.241 13.565
N 16.452 11.367 12.385
H 19.444 10.845 8.781
H 19.490 12.617 9.179
H 19.359 13.282 6.671
H 17.751 13.734 4.832
H 15.514 12.687 4.832
H 15.013 11.002 6.623
H 18.679 13.666 13.424
H 17.440 13.364 15.586
H 15.508 11.741 15.643
H 14.891 10.533 13.573
Se 9.368 12.584 12.449
P 9.538 13.348 10.472
C 8.803 14.954 10.187
C 9.519 16.133 10.090
C 8.873 17.373 9.947
C 7.486 17.393 9.814
C 6.741 16.223 9.889
C 7.402 15.021 10.066
C 8.709 12.434 9.137
C 8.524 13.019 7.861
C 8.039 12.242 6.825
C 7.724 10.917 7.024
C 7.977 10.331 8.272
C 8.485 11.081 9.347
C 11.192 12.716 10.230
C 12.497 13.122 10.017
N 13.230 12.045 9.760
N 12.430 10.987 9.845
N 11.183 11.343 9.981
P 13.417 14.670 10.291
Se 15.509 14.117 10.373
C 12.905 15.497 11.763
C 12.614 16.889 11.711
C 12.679 17.639 12.873
C 12.807 17.005 14.108
C 12.877 15.614 14.172
C 12.863 14.844 13.014
C 13.155 15.733 8.901
C 12.441 15.291 7.778
C 12.120 16.138 6.711
C 12.643 17.424 6.662
C 13.468 17.838 7.717
C 13.781 16.973 8.786
H 10.620 16.087 10.233
H 9.470 18.278 10.018
H 7.008 18.382 9.700
H 5.664 16.307 9.830
H 6.847 14.075 10.162
H 8.754 14.092 7.748
H 7.929 12.673 5.862
H 7.284 10.341 6.226
H 7.735 9.286 8.413
H 8.709 10.574 10.342
H 12.246 17.363 10.782
H 12.570 18.705 12.769
H 12.907 17.595 14.985
H 12.888 15.152 15.164
H 12.796 13.753 13.038
H 12.098 14.234 7.711
H 11.399 15.797 6.001
H 12.444 18.090 5.811
H 13.883 18.831 7.648
H 14.480 17.298 9.546
O 16.190 6.475 10.133
C 16.684 7.567 10.378
N 17.257 8.648 10.565
*
```

=====

No. 4
Entry from the Open Molecules 2025 dataset: FIn as an isolated structure in a non-equilibrium geometry (ωB97M-V/def2-TZVPD).

Properties
Kohn-Sham gap: 7.65 eV
energy relative to the best compared isomer or geometry (same formula, charge and spin): 8.2 kcal/mol

Geometry as ORCA input:
```
! wB97M-V def2-TZVPD RIJCOSX def2/J DEFGRID3
* xyz 2 1
In 14.329 11.544 -5.836
F 16.259 10.508 -6.313
*
```

=====

No. 5
Entry from the Open Molecules 2025 dataset: C46H116BrN8O15Sr as an isolated structure in a non-equilibrium geometry (ωB97M-V/def2-TZVPD).

Properties
Kohn-Sham gap: 7.26 eV

Geometry as ORCA input:
```
! wB97M-V def2-TZVPD RIJCOSX def2/J DEFGRID3
* xyz 1 1
Sr -0.726 -4.231 0.838
Br -0.282 -1.320 -0.178
C -1.937 0.130 -3.378
O -2.079 0.238 -4.826
C -1.369 -0.743 -5.562
C -1.332 -0.428 -7.062
N -2.594 -0.227 -7.764
C -3.402 -1.447 -7.797
C -4.779 -1.158 -8.486
O -5.599 -0.456 -7.631
C -6.997 -0.369 -7.902
H -2.313 1.016 -2.868
H -0.872 0.161 -3.149
H -2.378 -0.797 -3.009
H -1.772 -1.734 -5.354
H -0.328 -0.789 -5.241
H -0.711 -1.082 -7.673
H -0.774 0.503 -7.160
H -3.184 0.302 -7.137
H -3.655 -1.880 -6.829
H -2.944 -2.265 -8.354
H -5.252 -2.115 -8.710
H -4.707 -0.549 -9.387
H -7.082 0.140 -8.862
H -7.484 0.233 -7.136
H -7.518 -1.326 -7.909
C 0.047 2.237 2.131
O -0.433 1.751 3.395
C -0.355 2.845 4.301
C -0.990 2.350 5.617
N -2.402 2.627 5.772
C -3.240 2.109 4.752
C -4.714 2.294 5.079
O -4.901 3.736 5.194
C -6.126 4.213 5.702
H -0.385 3.209 1.892
H -0.042 1.530 1.306
H 1.127 2.364 2.200
H -0.908 3.704 3.920
H 0.654 3.150 4.578
H -0.380 2.841 6.375
H -0.810 1.279 5.715
H -2.583 3.620 5.782
H -3.060 1.036 4.699
H -3.063 2.567 3.778
H -4.914 1.836 6.047
H -5.300 1.870 4.264
H -6.305 3.806 6.697
H -6.999 3.963 5.099
H -6.043 5.252 6.020
C 2.362 0.015 -2.900
O 3.744 0.404 -2.553
C 4.136 1.620 -3.132
C 5.683 1.823 -2.876
N 5.916 1.932 -1.459
C 7.283 1.625 -1.145
C 7.465 1.816 0.381
O 6.721 0.847 1.038
C 6.355 1.010 2.401
H 1.916 -0.671 -2.180
H 2.414 -0.513 -3.853
H 1.673 0.857 -2.970
H 3.534 2.442 -2.744
H 3.994 1.676 -4.211
H 6.026 2.766 -3.300
H 6.134 1.008 -3.442
H 5.299 1.252 -1.039
H 8.065 2.217 -1.621
H 7.503 0.571 -1.313
H 7.124 2.835 0.567
H 8.485 1.885 0.759
H 7.204 1.031 3.085
H 5.690 0.184 2.652
H 5.757 1.903 2.581
C -2.692 5.029 1.465
O -1.625 4.731 0.586
C -2.063 3.855 -0.438
C -0.744 3.398 -1.104
N -0.182 4.551 -1.810
C 1.159 4.120 -2.111
C 1.965 5.177 -2.847
O 2.262 6.162 -1.882
C 3.409 6.968 -2.170
H -3.053 4.133 1.970
H -3.559 5.510 1.014
H -2.416 5.608 2.346
H -2.723 4.298 -1.184
H -2.619 2.975 -0.114
H -0.973 2.538 -1.734
H -0.093 3.032 -0.311
H -0.086 5.348 -1.197
H 1.221 3.182 -2.662
H 1.679 3.820 -1.202
H 1.408 5.605 -3.680
H 2.836 4.615 -3.185
H 4.245 6.359 -2.514
H 3.651 7.474 -1.236
H 3.195 7.659 -2.986
C 1.827 -4.116 3.323
O 1.471 -3.989 1.911
C 2.708 -4.015 1.133
C 2.352 -3.935 -0.377
N 1.301 -4.902 -0.704
C 1.892 -6.220 -0.886
C 2.567 -6.440 -2.236
O 1.771 -5.846 -3.237
C 2.124 -6.261 -4.562
H 2.297 -5.084 3.498
H 0.917 -3.983 3.909
H 2.467 -3.310 3.680
H 3.250 -4.934 1.359
H 3.350 -3.164 1.362
H 3.204 -4.032 -1.050
H 2.078 -2.882 -0.446
H 1.046 -4.746 -1.668
H 1.083 -6.942 -0.782
H 2.628 -6.551 -0.154
H 2.540 -7.520 -2.382
H 3.580 -6.037 -2.205
H 3.158 -6.010 -4.796
H 1.524 -5.780 -5.333
H 2.038 -7.336 -4.726
C 7.270 1.195 6.240
O 5.866 1.261 5.948
C 5.120 0.509 6.880
C 3.667 0.381 6.355
N 3.640 -0.446 5.171
C 2.338 -0.403 4.488
C 2.444 -0.522 2.943
O 3.236 0.578 2.434
C 3.285 0.696 1.005
H 7.761 0.225 6.159
H 7.544 1.495 7.251
H 7.774 1.858 5.537
H 5.124 0.969 7.868
H 5.554 -0.490 6.928
H 3.293 1.385 6.153
H 3.033 -0.045 7.132
H 4.355 -0.083 4.557
H 1.811 0.510 4.766
H 1.651 -1.204 4.764
H 1.444 -0.456 2.513
H 2.817 -1.465 2.546
H 4.004 1.409 0.602
H 2.288 0.896 0.610
H 3.623 -0.251 0.585
C -1.370 -1.896 3.571
O -1.848 -3.035 2.801
C -3.203 -3.359 3.067
C -3.656 -4.472 2.049
N -3.286 -4.108 0.703
C -3.773 -5.030 -0.332
C -3.272 -4.582 -1.716
O -1.830 -4.448 -1.824
C -1.379 -4.095 -3.106
H -1.701 -0.950 3.145
H -0.290 -1.797 3.681
H -1.734 -1.974 4.596
H -3.824 -2.491 2.846
H -3.345 -3.659 4.105
H -4.739 -4.547 2.147
H -3.325 -5.461 2.366
H -3.599 -3.171 0.493
H -4.850 -4.943 -0.477
H -3.557 -6.084 -0.153
H -3.736 -3.632 -1.983
H -3.560 -5.162 -2.593
H -1.567 -4.841 -3.878
H -0.310 -3.890 -3.049
H -1.746 -3.095 -3.340
C -3.960 0.332 1.429
C -4.542 -0.249 0.122
C -4.682 0.829 -0.978
O -5.596 1.804 -0.468
C -5.682 2.973 -1.238
N -3.714 -1.370 -0.313
H -4.649 0.998 1.949
H -3.000 0.790 1.190
H -3.637 -0.379 2.190
H -5.516 -0.671 0.370
H -4.947 0.363 -1.927
H -3.711 1.289 -1.163
H -6.362 3.012 -2.089
H -4.770 3.275 -1.753
H -5.880 3.803 -0.560
H -2.738 -1.146 -0.174
H -3.715 -1.570 -1.303
*
```

=====

No. 6
Entry from the Open Molecules 2025 dataset: a 4-piece molecular cluster, C26H41F14N5O8P overall in a non-equilibrium geometry (ωB97M-V/def2-TZVPD).

Properties
Kohn-Sham gap: 7.28 eV

Geometry as ORCA input:
```
! wB97M-V def2-TZVPD RIJCOSX def2/J DEFGRID3
* xyz 1 1
C 1.059 -0.940 0.508
C 0.194 -0.813 -0.626
C -0.174 0.616 -1.280
N 0.012 0.420 -2.747
C 1.310 0.944 -3.254
C 2.602 0.250 -2.639
N 0.539 1.796 -0.751
C -0.452 2.852 -0.907
N -0.332 4.080 -1.391
P 1.252 4.662 -1.928
N 1.308 6.221 -1.555
O 2.560 3.926 -1.148
O 1.346 4.553 -3.604
N -1.691 2.246 -0.462
C -2.345 2.769 0.770
C -3.903 3.151 0.585
C -2.193 1.867 2.071
C -0.736 1.878 2.733
C -0.447 3.340 3.323
C -1.710 0.808 -0.762
C -2.862 0.304 -1.754
F -3.096 1.229 -2.812
F -2.524 -0.921 -2.382
C -4.284 0.064 -1.058
F -5.129 1.102 -1.445
F -4.235 -0.147 0.313
F -4.857 -1.104 -1.605
H 0.764 -1.463 1.467
H 2.088 -0.441 0.480
H -0.194 -1.785 -1.064
H -0.702 1.036 -3.186
H 1.326 0.712 -4.378
H 1.402 2.091 -3.203
H 2.853 0.629 -1.584
H 3.540 0.397 -3.259
H 2.375 -0.864 -2.550
H 1.022 1.715 0.150
H -1.198 4.647 -1.432
H 2.122 6.329 -0.935
H 2.939 3.271 -1.789
H 0.999 5.380 -4.003
H -1.829 3.768 1.013
H -4.143 3.529 -0.456
H -4.591 2.336 0.962
H -4.070 4.046 1.285
H -2.899 2.317 2.856
H -2.519 0.787 1.952
H -0.798 1.181 3.643
H 0.087 1.464 2.072
H 0.222 3.244 4.228
H -0.084 4.092 2.558
H -1.456 3.732 3.704
H -1.766 0.040 0.067
C 3.533 0.105 9.034
C 3.509 1.606 8.827
O 3.637 1.932 7.433
C 2.512 1.850 6.706
O 1.441 1.523 7.141
C 2.781 2.270 5.263
F 3.903 1.721 4.765
F 2.927 3.604 5.150
F 1.783 1.922 4.428
H 4.429 -0.329 8.584
H 3.516 -0.139 10.097
H 2.674 -0.372 8.556
H 4.363 2.059 9.334
H 2.608 2.057 9.250
C -5.205 -3.384 0.582
C -5.415 -4.783 0.037
O -4.282 -5.616 0.323
C -4.237 -6.142 1.561
O -5.063 -5.951 2.409
C -3.013 -7.042 1.711
F -1.895 -6.476 1.214
F -3.173 -8.210 1.063
F -2.750 -7.344 2.991
H -4.270 -2.963 0.205
H -6.030 -2.730 0.296
H -5.133 -3.393 1.672
H -5.508 -4.742 -1.050
H -6.334 -5.231 0.421
C 3.235 -4.500 -8.076
C 2.844 -4.212 -6.641
O 3.846 -3.417 -5.988
C 3.798 -2.096 -6.229
O 2.991 -1.564 -6.942
C 4.883 -1.372 -5.436
F 6.074 -1.989 -5.509
F 4.572 -1.290 -4.125
F 5.082 -0.114 -5.860
H 4.225 -4.960 -8.118
H 2.513 -5.169 -8.546
H 3.287 -3.580 -8.663
H 2.776 -5.149 -6.085
H 1.865 -3.730 -6.579
*
```